Record 1
# C4H12N2

An isolated ion of composition C4H12N2 and charge -1 at a distorted geometry (ωB97M-V/def2-TZVPD, OMol25).

Properties
HOMO (spin up / spin down) (eV): 1.440 / -4.112
Orbital gap (spin up / spin down) (eV): 2.79 / 8.46
Expectation value of S²: 0.7503

The geometry in ORCA input format:
```
! wB97M-V def2-TZVPD RIJCOSX def2/J DEFGRID3
* xyz -1 2
N 0.297 1.468 1.480
C -0.976 0.776 1.276
C -0.873 -0.479 0.421
N -0.087 -0.451 -0.766
C 0.681 -1.670 -0.974
C 0.467 0.736 -1.370
H 1.031 1.051 0.932
H 0.519 1.654 2.441
H -1.373 0.443 2.236
H -1.706 1.458 0.820
H -0.515 -1.290 1.066
H -1.893 -0.828 0.172
H 1.331 -1.565 -1.836
H 0.015 -2.507 -1.174
H 1.297 -1.916 -0.088
H 0.590 0.518 -2.426
H -0.235 1.565 -1.258
H 1.431 1.036 -0.951
*
```



Record 2
# H9O4

A 4-piece molecular cluster, H9O4 overall at a distorted geometry (ωB97M-V/def2-TZVPD, OMol25).

Properties
HOMO (eV): -16.459
Orbital gap (eV): 12.91

The geometry in ORCA input format:
```
! wB97M-V def2-TZVPD RIJCOSX def2/J DEFGRID3
* xyz 1 1
O -0.420 0.136 -0.921
H -1.272 0.154 -0.345
H 0.192 0.937 -0.599
H -0.006 -0.676 -0.595
O 0.538 -2.144 -0.344
H 0.587 -2.303 -1.327
H 1.355 -2.576 -0.135
O 1.017 1.977 -0.082
H 1.306 2.582 -0.863
H 1.921 2.050 0.321
O -1.823 0.185 1.284
H -2.361 -0.559 1.678
H -1.035 0.237 1.927
*
```



Record 3
# C2H4N8O

A 2-piece molecular cluster, C2H4N8O overall at a distorted geometry (ωB97M-V/def2-TZVPD, OMol25).

Properties
HOMO (spin up / spin down) (eV): -8.252 / -8.252
Orbital gap (spin up / spin down) (eV): 7.99 / 7.99

The geometry in ORCA input format:
```
! wB97M-V def2-TZVPD RIJCOSX def2/J DEFGRID3
* xyz 0 1
C -3.582 -0.003 2.610
C 2.070 0.115 -1.582
N -2.654 0.018 1.903
N 0.757 -0.241 0.065
N 2.266 -0.565 -3.714
N 2.004 0.872 1.787
N 0.868 -0.194 -1.254
N 2.531 0.312 -2.835
N 1.913 0.504 0.568
N 2.742 0.692 -0.370
O -1.603 0.348 1.435
H -4.595 -0.089 2.866
H -0.136 -0.226 0.623
H 2.684 -0.373 -4.627
H 1.112 0.743 2.370
*
```



Record 4
# C8H12N

An isolated ion of composition C8H12N and charge +1 at a distorted geometry (ωB97M-V/def2-TZVPD, OMol25).

Properties
HOMO (spin up / spin down) (eV): -11.077 / -13.777
Orbital gap (spin up / spin down) (eV): 7.54 / 5.93
Expectation value of S²: 2.0107

The geometry in ORCA input format:
```
! wB97M-V def2-TZVPD RIJCOSX def2/J DEFGRID3
* xyz 1 3
C 0.312 -0.226 -1.534
C 1.717 0.079 -1.369
C -2.384 1.959 -0.279
C 2.036 0.249 0.183
C -2.300 0.865 0.437
C -1.361 -1.503 1.179
C 2.788 -0.569 0.906
C -1.289 -0.140 0.297
N -0.494 -0.194 -0.643
H 0.129 -0.762 -2.375
H 1.853 1.091 -1.857
H 2.415 -0.737 -1.696
H -3.133 2.717 -0.173
H -1.597 2.268 -1.060
H 2.044 1.310 0.533
H -3.047 0.550 1.107
H -1.197 -1.230 2.212
H -2.423 -1.931 0.983
H -0.489 -2.043 0.781
H 3.209 -1.483 0.456
H 3.213 -0.269 1.910
*
```



Record order is preserved below.
Energy relative to the best compared isomer or geometry (same formula, charge and spin): 23.55 23.49 0.00 0.00 kcal/mol